52
Properties=species:S:1:pos:R:3 method="wB97M-V/def2-TZVPD" spin_multiplicity=1 charge=0 gap_ev=5.92 e_homo_ev=-8.16
C -2.2425 -3.6696 2.1411
H -4.4419 -0.3663 -5.0505
H -1.6400 -0.0134 -6.7270
H -4.3822 1.4026 -4.7591
C -2.6172 0.1991 -4.0866
H -5.6780 1.0957 -6.8592
C 2.2856 2.0607 8.1187
H -5.2830 -0.6080 -7.3873
N 0.4165 -3.4918 1.4351
O -0.6056 -5.7151 1.3702
H -2.2500 -0.7960 -4.3374
F 0.9455 -5.6870 -0.8871
O -1.5087 1.0445 -4.3780
F -2.0789 -2.3539 2.3677
H -2.1673 2.3143 -6.6013
F 1.4293 1.9445 7.1474
O 4.0488 0.5892 6.7814
H -2.9189 0.2857 -3.0428
C -4.9636 0.4335 -7.3483
F 2.0928 3.2619 8.7000
F 2.1466 1.0329 9.0137
H -3.8197 2.8815 -6.3539
O 3.1481 -3.5981 1.5057
C 6.3673 4.3967 6.5816
H -2.5306 -0.1844 -8.2971
C -3.8305 0.5336 -5.1177
H -4.7515 0.8374 -8.3382
C -3.1980 2.2031 -6.9382
F 6.8615 3.2823 7.0882
S 4.0562 1.9651 7.2793
H -2.8743 -1.2566 -6.8895
N -3.6033 0.7412 -6.6186
S 4.4481 4.5290 6.7367
H -1.6343 1.9464 -4.0739
C 1.8603 -4.8041 -0.6116
C -2.5861 -0.2558 -7.2109
F 6.8908 5.4393 7.3462
K 1.7059 1.4342 1.5962
F -3.0482 -4.2301 3.1301
N 3.9542 3.2240 6.0760
S 1.9497 -4.3498 1.3194
F 1.7976 -3.6919 -1.3923
O 4.1320 5.6706 5.8073
O -0.1423 -4.5143 3.5388
F 6.7215 4.6355 5.3586
O 1.9866 -5.6671 1.9750
O 4.1329 4.7562 8.1625
H -3.2758 2.5672 -7.9626
S -0.4902 -4.4841 2.1327
F 3.0937 -5.3140 -0.7522
F -2.8687 -3.8295 0.9480
O 4.9603 2.1733 8.3638

27
Properties=species:S:1:pos:R:3 method="wB97M-V/def2-TZVPD" spin_multiplicity=1 charge=0 gap_ev=9.60 e_homo_ev=-9.59 smiles="O=c1cc[nH]c(=O)[nH]1.C1CCCC1"
H -1.3100 2.0037 0.7422
C -2.3463 0.7179 -0.6263
C -2.1538 -1.4195 0.6748
C 1.7177 1.0954 0.8388
H -1.4543 1.0828 -1.2427
C -1.1969 -0.2374 1.3043
H 2.4521 -2.0907 0.7024
N 0.9222 0.2398 -1.1134
H -1.6091 -2.3620 0.9620
O 0.6382 2.5298 -0.8248
H -0.1506 -0.3082 1.0145
O 1.2240 -2.1482 -1.3406
C 1.1249 1.4735 -0.4938
H -3.2750 1.4040 -1.0767
H 0.2367 0.3361 -1.9586
C 1.2240 -1.0934 -0.7311
H 2.4706 -0.1574 2.5072
H -1.0875 -0.2648 2.4989
H 2.1502 1.9128 1.4113
H -2.8384 1.2189 1.3034
H -2.7275 -1.1718 -1.6722
H -1.1494 -0.9120 -1.1814
N 1.5857 -1.1666 0.6846
C -2.1455 -0.8212 -0.6627
H -3.0053 -1.4021 1.4893
C 2.1552 -0.0844 1.4086
C -1.9051 1.0600 0.7581

27
Properties=species:S:1:pos:R:3 method="wB97M-V/def2-TZVPD" spin_multiplicity=1 charge=0 gap_ev=10.24 e_homo_ev=-9.73 smiles="O=c1cc[nH]c(=O)[nH]1.C1CCCC1"
C 0.5554 1.6005 1.7170
C -0.6523 -1.2717 -1.9794
H 0.8910 0.2323 -1.9837
N 1.8420 -0.9038 1.6125
H -0.1823 -1.2586 0.1084
H 0.9280 -1.3788 3.4034
C -1.7980 0.1067 -0.3703
H -1.5847 -1.4643 -2.5487
N 1.4906 1.1968 0.7829
C -1.1921 0.9908 -1.5365
H -1.6599 0.5191 0.6040
H -2.0096 1.2883 -2.1788
H 0.0556 -2.1356 -2.2216
O 0.0777 2.6955 1.6056
O 3.1236 -0.1345 -0.1598
H 1.6625 1.8972 0.0521
H -2.8550 0.0717 -0.6073
H -0.3937 0.7917 3.5973
C 0.9533 -0.5475 2.6609
C 2.2171 0.0373 0.6531
C -1.1145 -1.2343 -0.5014
C -0.1814 0.0604 -2.2916
H -0.2490 0.2267 -3.3602
H -1.7350 -2.0817 -0.1980
H 2.2022 -1.8737 1.5884
H -0.7037 1.9299 -1.2302
C 0.3121 0.6395 2.7819

27
Properties=species:S:1:pos:R:3 method="wB97M-V/def2-TZVPD" spin_multiplicity=1 charge=0 gap_ev=9.92 e_homo_ev=-9.48 smiles="O=c1cc[nH]c(=O)[nH]1.C1CCCC1"
C 1.4749 0.1974 -0.1308
H 2.1020 -0.9996 1.6271
H 1.1749 -0.4390 -1.1180
H 1.7519 1.9419 -1.4455
C -2.9844 0.0377 0.6561
H 4.2852 1.8304 -0.7468
H 4.5391 -0.5664 0.9378
C -2.7172 -1.3540 0.9492
H 0.1630 -1.5597 -0.8348
C 2.4195 -0.7570 0.7046
O -0.1193 0.7177 -1.5413
C -0.8961 0.1534 -0.8311
H 2.4668 -1.7153 0.0950
H 3.6653 0.7182 1.5688
C 2.2292 1.4206 -0.5237
H -3.3403 -1.8130 1.7167
C 3.6772 0.0874 0.6851
H -1.2808 -2.9299 0.6723
N -0.7067 -1.1388 -0.3903
H -2.2062 1.6268 -0.5676
C -1.5797 -1.8695 0.3792
O -3.8727 0.7294 1.1687
H 2.3857 2.2269 0.3286
H 0.5849 0.6242 0.3679
C 3.6596 0.8821 -0.7046
N -2.1407 0.6342 -0.3631
H 3.8782 0.2221 -1.4516

28
Properties=species:S:1:pos:R:3 method="wB97M-V/def2-TZVPD" spin_multiplicity=1 charge=0 gap_ev=7.66 e_homo_ev=-8.13 smiles="CC[C@H]1C=CN(C)C(CO)=C1[N+](=O)[O-]"
O -3.0787 0.7478 0.1131
H 2.0476 2.6318 1.4021
H 1.6888 2.6685 -0.3408
H -1.0233 -2.2716 1.2138
C -0.3954 -1.6275 0.5839
H 2.9666 1.6187 0.2710
N -2.4609 -0.3125 0.3230
C -0.2134 -2.3707 -0.7617
C 0.6095 -1.5846 -1.7728
H -1.2058 -2.5671 -1.1678
O -1.5026 2.3553 -1.2332
C 1.5593 -0.2292 1.2198
H -1.6874 2.5050 0.8089
O -3.0478 -1.3884 0.4587
H 1.3774 -2.2306 1.7542
H 0.2656 -3.3312 -0.5630
N 1.0463 0.9383 0.6471
C -0.2453 1.0458 0.3561
C 0.9194 -1.3915 1.2537
H -0.2173 3.1773 0.0688
C 1.9814 2.0315 0.4904
H 0.1686 -0.6064 -1.9494
H -2.3296 1.8402 -1.1508
C -0.9200 2.3426 0.0353
C -1.1057 -0.3228 0.4051
H 1.6301 -1.4487 -1.4203
H 0.6425 -2.1167 -2.7196
H 2.5302 -0.1034 1.6744

29
Properties=species:S:1:pos:R:3 method="wB97M-V/def2-TZVPD" spin_multiplicity=1 charge=0 gap_ev=9.12 e_homo_ev=-8.58 smiles="CC(O)(O)Nc1ccccn1.CC(=O)O"
H 0.2697 3.2602 -0.2841
H 4.6716 -0.1798 -0.8780
C -1.0514 -2.1657 -1.3692
H -3.3256 -0.1049 0.0973
O -2.1986 -2.6704 0.6189
O 2.3981 1.4634 -0.2683
C -1.1480 0.3587 0.4849
C 2.9553 0.3594 0.1715
N -0.2803 1.3423 0.4091
H -2.0293 -1.7618 -1.5824
H 0.8535 -2.5973 0.4166
H -2.1826 3.9173 -0.2966
C -0.9523 -2.2066 0.1721
H -2.5063 -1.9337 1.2688
H 0.3731 -0.8490 0.8267
H 4.7365 1.4099 -0.0316
H 1.4102 1.3292 -0.0109
O 2.2844 -0.6237 0.4101
N -0.6583 -0.8771 0.6522
H 5.1011 -0.0994 0.8632
C -1.9590 2.9111 0.0710
C -0.6512 2.6129 0.0563
C -2.9519 1.9129 0.2398
C -2.5367 0.5931 0.2863
H -0.1375 -1.5521 -1.7526
C 4.4623 0.4008 0.0869
H -3.9944 2.0592 0.4194
O 0.0006 -3.0289 0.6440
H -0.9529 -3.2798 -1.7214

27
Properties=species:S:1:pos:R:3 method="wB97M-V/def2-TZVPD" spin_multiplicity=7 charge=0 gap_ev="4.13 / 6.71" e_homo_ev="-3.99 / -6.68"
N 0.6593 0.5785 2.3818
C 0.9235 2.1483 -1.4363
C 1.0220 0.8423 4.5511
C -0.5784 0.4285 -1.9683
C 1.4752 3.3091 4.6212
H 1.1163 -3.9411 -0.1646
Tb -0.0059 -0.6453 0.7580
C 0.8910 1.9056 2.6108
H 1.5221 4.1645 3.9411
C -1.2367 1.7175 -2.0510
H 0.5747 -1.1530 3.6901
H -0.8846 -0.5455 -2.4153
P -0.0181 -3.2850 0.4340
H -2.2334 1.9624 -2.4590
C 0.8471 0.7023 -1.5819
C -0.3638 2.7285 -1.6174
H -0.6311 3.7913 -1.4666
H 2.4490 3.2045 5.1204
H 1.1796 0.7426 5.6195
H 1.6807 -0.0396 -1.7201
H -1.0678 -3.9367 -0.3063
N 1.1318 2.0797 3.9265
C 0.7328 -0.0841 3.6144
H 0.7360 3.5200 5.4060
H 1.8260 2.7236 -1.2666
H 0.8983 2.6701 1.8566
H -0.1082 -3.8485 1.7687

27
Properties=species:S:1:pos:R:3 method="wB97M-V/def2-TZVPD" spin_multiplicity=1 charge=0 gap_ev=8.04 e_homo_ev=-8.23
S -2.1909 -3.6102 -1.2603
H 2.8519 1.5286 -1.3623
H 3.7030 0.2994 -0.2130
H -0.2191 1.1646 -2.2030
H 2.7456 1.8105 0.2219
C 1.7463 -0.8798 0.8743
S -3.3707 -0.8712 -1.6742
H 0.2796 2.6720 -1.5237
C -0.9014 -1.1390 0.1316
H -3.5767 -3.7989 -1.6581
H -1.3365 1.9922 -1.3239
C 2.8157 1.0266 -0.3659
C -1.1297 0.3380 2.1766
H -0.8441 -0.6208 2.5529
N 1.0065 -1.9005 1.0490
N -0.0702 -2.0604 0.3134
C 0.3019 1.0357 -0.0232
H -0.4523 1.0789 2.4868
C -0.2923 1.6931 -1.3433
H 0.4871 1.7082 0.7814
H 2.7187 -0.7582 1.5437
C -2.3105 -1.8930 -1.0876
H -1.7269 0.7742 0.2018
C -0.9532 0.2784 0.6159
C 1.5826 0.1490 -0.2640
H -2.2020 0.5771 2.3516
H 1.3377 -0.5944 -0.9982